Density functional theory data (ωB97M-V/def2-TZVPD) for 2 unconnected molecules or ions with the total composition C5H11O2S in a non-equilibrium geometry.

Each line ends with the natural charge from an NBO analysis.
Cartesian coordinates (Å):
C -1.4976 -0.8126 -0.7687  -0.67
C 0.2020 -0.8988 1.1031  -0.70
C -1.6540 1.0870 0.6245  -0.67
C 1.6673 0.8514 -1.3174  -0.97
C -0.7485 -0.0733 0.3011  0.10
O 3.3234 -1.0899 -0.8977  -1.00
O 3.4932 0.9176 0.5376  -1.01
S 2.6313 -0.0205 -0.1928  1.75
H -1.8566 -0.1350 -1.5693  0.20
H -2.4099 -1.2596 -0.1586  0.18
H -1.0080 -1.6826 -1.2978  0.21
H 0.3043 -1.8017 0.4980  0.22
H -0.1231 -0.9802 2.1299  0.20
H 1.2222 -0.4756 1.0505  0.20
H -1.7522 1.6682 -0.3624  0.22
H -2.5932 0.7533 1.0880  0.19
H -1.2271 1.7645 1.4770  0.20
H 0.6824 0.3276 -1.4136  0.18
H 1.3442 1.8601 -0.8312  0.17

Calculated values
Net charge = -1
Total energy = -745.62687 hartree
Energy relative to the best compared isomer or geometry (same formula, charge and spin) = 136.03 kcal/mol
Spin multiplicity = 1

Density functional theory data (ωB97M-V/def2-TZVPD) for 2 unconnected molecules or ions with the total composition C3H7N2OS in a non-equilibrium geometry.

Each line ends with the natural charge from an NBO analysis.
Cartesian coordinates (Å):
C -1.0311 0.5616 1.2187  0.13
C -3.1028 -0.1556 0.0369  0.08
C 1.7370 -0.1133 -0.6178  0.57
N -1.9879 0.1364 0.5825  -0.25
N 2.5848 -0.6200 0.3268  -0.82
O 0.5231 0.2141 -0.5181  -0.70
S 2.3977 0.1039 -2.3148  -0.02
H -0.7440 1.6334 1.3840  0.26
H -3.9545 -0.2221 0.6483  0.22
H -3.2656 -0.6734 -0.9632  0.26
H -0.4275 -0.1055 1.7323  0.23
H 3.5962 -0.6668 -0.0041  0.43
H 2.3300 -0.9560 1.2597  0.43
H 1.3445 0.8633 -2.7712  0.18

Calculated values
Net charge = +1
Total energy = -701.12867 hartree
Energy relative to the best compared isomer or geometry (same formula, charge and spin) = 60.29 kcal/mol
Spin multiplicity = 1

Density functional theory data (ωB97M-V/def2-TZVPD) for C2HNOS in the gas phase in a non-equilibrium geometry.

Each line ends with the natural charge from an NBO analysis.
Cartesian coordinates (Å):
C 0.0090 0.0463 -0.5396  0.34
C -0.2888 -0.6252 0.4496  -0.10
N 0.8401 0.9827 -0.6227  -0.51
O -0.7380 -1.8388 -0.0493  -0.39
S -0.7117 -0.4731 1.9105  0.24
H 0.8896 1.9081 -1.1485  0.42

Calculated values
Total energy = -604.75786 hartree
Energy relative to the best compared isomer or geometry (same formula, charge and spin) = 143.76 kcal/mol
Spin multiplicity = 1

Density functional theory data (ωB97M-V/def2-TZVPD) for 2 unconnected molecules or ions with the total composition C4H8NO3 in a non-equilibrium geometry.

Each line ends with the natural charge from an NBO analysis.
Cartesian coordinates (Å):
C 1.9599 1.0792 0.5868  -0.74
C 1.7644 -0.0755 1.5646  0.68
O 2.6615 -0.7385 2.0507  -0.67
N 0.4501 -0.2138 1.9167  -0.85
H 0.1791 -0.8921 2.6140  0.38
H -0.2414 0.2062 1.2593  0.46
H 1.9435 2.0331 1.0945  0.23
H 1.2540 0.9671 -0.2383  0.25
H 2.8434 0.7785 -0.0018  0.22
C -1.6476 -0.9544 -1.9953  -0.77
C -2.0443 0.3190 -1.0484  0.81
O -1.3549 0.3088 0.0024  -0.85
O -3.0277 0.9600 -1.3954  -0.74
H -0.8283 -0.7296 -2.6716  0.19
H -2.5816 -1.3097 -2.4324  0.19
H -1.3302 -1.7382 -1.3057  0.20

Calculated values
Net charge = -1
Total energy = -437.77956 hartree
Energy relative to the best compared isomer or geometry (same formula, charge and spin) = 16.27 kcal/mol
Spin multiplicity = 1

Density functional theory data (ωB97M-V/def2-TZVPD) for 17 unconnected molecules or ions with the total composition C90H180ClF24N10O10P4 in a non-equilibrium geometry.

Each line ends with the Mulliken charge.
Cartesian coordinates (Å):
C -0.3184 3.4057 5.4214  -1.76
C 0.2615 4.1519 4.2677  1.27
C 1.5579 3.4923 3.7698  -0.93
C 2.0554 3.9752 2.4274  -0.95
C 0.9500 3.4857 1.4467  -1.11
C -0.4718 4.0337 1.6950  1.77
N -0.7722 4.1005 3.2323  1.55
O -1.9191 4.4600 3.4667  -0.33
C -1.5159 3.1723 0.9901  -1.41
C -0.5721 5.4977 1.1958  -1.81
C 0.6194 5.6267 4.6378  -1.74
H -1.2722 3.9564 5.6636  0.49
H 0.3430 3.5135 6.3195  0.44
H -0.5219 2.3486 5.1806  0.30
H 1.3854 2.3910 3.7582  -0.09
H 2.3242 3.8534 4.5013  0.53
H 2.9369 3.5802 2.0878  0.60
H 2.2622 5.0558 2.4388  0.23
H 0.9113 2.4317 1.5700  -0.43
H 1.1374 3.6652 0.4076  1.05
H -1.3379 2.1579 1.2008  0.58
H -1.3155 3.4119 -0.0602  -0.30
H -2.5323 3.4699 1.2900  0.60
H -0.4399 5.5599 0.1529  0.39
H 0.2665 5.9829 1.5876  0.46
H -1.5378 6.0064 1.4800  0.34
H 1.2992 5.6642 5.4693  0.45
H -0.3496 6.0502 4.9232  0.44
H 0.9345 6.2951 3.7991  0.30
C 6.8004 6.0886 3.2589  -1.74
C 7.5351 4.8818 2.6176  0.95
C 7.6343 5.1154 1.0825  -1.19
C 8.7018 4.2311 0.4670  0.09
C 10.0597 4.8000 0.9685  -1.13
C 10.2887 4.5832 2.4592  1.20
N 8.9752 4.8926 3.2175  0.81
O 9.0343 4.8480 4.4767  -0.34
C 11.3812 5.4878 3.1237  -1.61
C 10.5977 3.0588 2.8124  -1.42
C 6.9034 3.5382 3.1740  -0.89
H 5.7462 6.0687 2.8532  0.33
H 7.3086 7.0253 3.1240  0.46
H 6.7486 5.8606 4.3045  0.48
H 7.7734 6.2120 0.9268  0.36
H 6.6891 4.7942 0.7423  0.62
H 8.6948 4.2084 -0.6621  0.36
H 8.5417 3.1571 0.7473  -0.16
H 10.3112 5.8561 0.7668  0.40
H 10.8513 4.1900 0.4430  0.47
H 12.2211 5.5994 2.4340  0.44
H 11.8940 5.0452 4.0131  0.32
H 11.0571 6.4989 3.3233  0.41
H 10.9408 2.9191 3.8474  0.43
H 11.3389 2.6785 2.0771  0.40
H 9.7546 2.4221 2.6272  0.18
H 5.8529 3.4788 2.8491  0.07
H 6.9510 3.5701 4.2570  0.51
H 7.4632 2.6889 2.8014  0.11
C -1.5034 -4.5331 5.4270  -1.76
C -2.2369 -3.2712 5.0401  1.95
C -3.3909 -3.4349 4.0136  -0.75
C -4.5866 -4.2611 4.5247  -1.38
C -5.2302 -3.5677 5.7656  -0.60
C -4.3265 -3.1825 6.8999  1.13
N -2.9586 -2.9361 6.4385  1.06
O -2.2714 -2.2202 7.1355  -0.40
C -4.1195 -4.2998 7.8416  -1.68
C -4.8954 -1.9999 7.6906  -1.49
C -1.3065 -2.1015 4.7678  -2.03
H -0.6768 -4.5168 6.0908  0.43
H -1.0909 -5.0369 4.5575  0.39
H -2.2346 -5.1731 5.8560  0.45
H -3.0164 -3.7912 3.0291  0.60
H -3.7790 -2.4290 3.9880  -0.02
H -4.2899 -5.3248 4.7108  0.42
H -5.2094 -4.1653 3.6781  0.72
H -6.0540 -4.1806 6.1915  0.55
H -5.7516 -2.7326 5.4004  -0.16
H -3.2941 -4.1075 8.5186  0.42
H -3.9394 -5.1574 7.1305  0.40
H -5.0320 -4.6603 8.3287  0.43
H -4.3187 -1.8721 8.6245  0.43
H -5.8673 -2.3456 7.8841  0.41
H -4.9151 -1.0396 7.0760  0.25
H -0.3912 -2.0695 5.3420  0.48
H -1.6962 -1.1020 4.7521  0.34
H -1.0377 -2.1982 3.7239  0.36
C -8.4247 -0.9293 6.2308  -1.31
C -9.2051 0.4660 6.1257  0.98
C -9.6507 0.6783 4.6191  -0.92
C -10.6982 1.7716 4.4495  -0.88
C -11.9672 1.4022 5.1923  -1.07
C -11.7662 1.1815 6.7348  1.02
N -10.4933 0.3977 7.0531  0.91
O -10.3078 -0.2087 8.0100  -0.36
C -13.0286 0.4463 7.2703  -1.77
C -11.5833 2.4574 7.4700  -1.44
C -8.4376 1.6949 6.6681  -1.26
H -9.2026 -1.7014 6.0206  0.48
H -8.0765 -1.1313 7.2375  0.52
H -7.5523 -0.9265 5.4876  0.01
H -9.9295 -0.2906 4.1905  0.49
H -8.8044 1.0575 4.0982  0.42
H -11.0357 2.0351 3.4613  0.48
H -10.3617 2.7432 4.8057  0.39
H -12.3443 0.4873 4.6754  0.37
H -12.7659 2.1115 5.0660  0.56
H -13.1180 -0.5245 6.8189  0.48
H -13.9271 1.0205 7.0032  0.39
H -13.0577 0.2632 8.3337  0.41
H -11.3598 2.3207 8.5080  0.40
H -12.4041 3.1526 7.2934  0.41
H -10.7006 2.9066 7.0137  0.32
H -9.0849 2.5524 6.5503  0.49
H -7.4592 1.8155 6.0865  0.07
H -8.2769 1.5565 7.7643  0.42
C -4.3105 11.0726 -0.9530  -1.46
C -3.7981 11.0729 -2.4641  1.01
C -2.2765 11.2391 -2.5294  -1.13
C -1.4853 9.9905 -2.1897  -0.68
C -1.8628 8.8455 -3.2043  -0.79
C -3.2951 8.4935 -3.0522  1.38
N -4.1090 9.7588 -3.0985  0.88
O -5.1085 9.7281 -3.8216  -0.35
C -3.5602 7.7893 -1.7053  -1.76
C -3.8030 7.6861 -4.2029  -1.70
C -4.5955 12.1449 -3.2614  -1.57
H -5.1659 10.4209 -0.9565  0.34
H -4.5827 12.0961 -0.7318  0.47
H -3.5235 10.6943 -0.3388  0.36
H -2.0389 11.9546 -1.7627  0.43
H -1.8862 11.5597 -3.4505  0.44
H -1.5445 9.6660 -1.1177  0.28
H -0.4060 10.1480 -2.2934  0.46
H -1.1935 7.9444 -3.0054  0.13
H -1.6361 9.1700 -4.1716  0.69
H -3.1119 8.3589 -0.9207  0.38
H -3.1714 6.7600 -1.7442  0.28
H -4.6013 7.6916 -1.4558  0.44
H -3.1735 6.7662 -4.2678  0.22
H -3.5933 8.3323 -5.0285  0.59
H -4.7966 7.3361 -4.1239  0.42
H -4.3899 13.1057 -2.7631  0.44
H -5.6739 11.9356 -3.2329  0.42
H -4.2619 12.2256 -4.3494  0.37
C -6.0247 -0.8544 -4.7131  -1.65
C -7.5083 -1.0142 -5.0133  1.44
C -7.9827 -1.3168 -6.4564  -1.39
C -7.6452 -2.6910 -6.9747  -0.53
C -8.1739 -3.7779 -6.0816  -1.33
C -7.6565 -3.7056 -4.6482  1.29
N -8.0450 -2.1884 -4.1757  0.97
O -8.8117 -2.0904 -3.3178  -0.42
C -6.1573 -3.9702 -4.5926  -1.58
C -8.3600 -4.6356 -3.6923  -1.66
C -8.2378 0.2080 -4.4543  -1.68
H -5.8066 0.1903 -4.7060  0.56
H -5.4380 -1.4026 -5.4692  0.30
H -5.8614 -1.2009 -3.7244  0.38
H -7.4729 -0.5562 -7.0173  0.40
H -9.0100 -1.1084 -6.5187  0.51
H -6.5895 -2.8045 -6.9836  0.34
H -8.0160 -2.7031 -8.0256  0.39
H -7.9751 -4.7636 -6.5235  0.44
H -9.2526 -3.6784 -6.0915  0.40
H -5.8494 -3.9335 -3.5621  0.28
H -5.6023 -3.4357 -5.3200  0.47
H -6.1272 -4.9448 -4.9857  0.50
H -7.8147 -4.7491 -2.7684  0.38
H -8.4709 -5.5289 -4.3031  0.43
H -9.4061 -4.3915 -3.5882  0.50
H -9.3366 0.2157 -4.4462  0.43
H -8.0175 1.2130 -4.9562  0.34
H -7.8984 0.2937 -3.4266  0.51
C -4.0695 -13.6796 -2.5576  -0.99
C -2.8185 -12.9547 -2.0937  0.60
C -2.2231 -13.1002 -0.7548  -0.37
C -2.2583 -14.2146 0.0240  -0.92
C 4.2857 -11.3093 -1.9790  -0.18
C 3.8820 -12.5140 -2.6417  0.33
N 3.0208 -12.4396 -3.6217  0.30
O 2.1434 -13.1880 -3.8411  -0.40
C 3.8379 -13.9538 -2.0839  -1.05
C 4.6396 -10.4924 -3.2054  -1.08
C -2.3422 -11.8662 -2.8166  -1.08
H -4.8600 -12.8861 -2.5550  0.32
H -4.4586 -14.5918 -2.1737  0.40
H -3.7069 -13.6324 -3.5653  0.33
H -3.5955 -12.0087 -0.1876  0.15
H -1.6161 -12.3319 -0.3930  0.49
H -2.7255 -15.1327 -0.0639  0.34
H -1.3883 -14.2974 0.7274  0.23
H 5.0370 -11.5171 -1.1776  0.38
H 3.4418 -10.8820 -1.6309  0.23
H 4.3472 -14.7612 -2.7052  0.35
H 2.8090 -14.1690 -1.8530  0.36
H 4.4906 -13.7640 -1.1861  0.30
H 5.2540 -11.1792 -3.8225  0.32
H 5.3304 -9.6818 -3.0381  0.38
H 3.7877 -10.0461 -3.7632  0.30
H -2.6525 -10.8708 -2.4891  0.29
H -2.6894 -11.9141 -3.8954  0.41
H -1.3076 -11.9543 -3.2507  0.27
C 4.8921 4.8630 -12.2039  -1.50
C 4.0328 3.6331 -12.0674  0.94
C 4.8670 2.2941 -11.8634  -0.93
C 5.6743 2.3138 -10.5289  -0.70
C 4.7112 2.4955 -9.3365  -1.01
C 3.7322 3.6169 -9.4333  1.17
N 3.1643 3.8047 -10.8499  0.91
O 2.1012 4.1498 -10.9937  -0.37
C 4.4882 4.9860 -8.9480  -1.46
C 2.5422 3.3995 -8.4950  -1.78
C 3.0854 3.5053 -13.2542  -1.73
H 5.4155 4.7182 -13.1769  0.43
H 5.6629 4.9428 -11.4737  0.35
H 4.2653 5.7871 -12.3263  0.37
H 5.5486 2.1763 -12.7145  0.45
H 4.0995 1.4957 -11.8114  0.39
H 6.4909 3.1039 -10.4837  0.34
H 6.2334 1.4149 -10.4224  0.44
H 5.3810 2.6833 -8.4744  0.38
H 4.2034 1.5890 -9.0280  0.51
H 4.6604 4.8091 -7.8926  0.47
H 3.8822 5.8413 -9.1913  0.40
H 5.4741 5.0751 -9.4300  0.34
H 1.9438 2.5841 -8.8983  0.45
H 1.8118 4.2098 -8.2447  0.35
H 3.0529 3.0329 -7.6177  0.51
H 2.4634 4.3447 -13.4275  0.47
H 2.3607 2.6996 -13.0959  0.44
H 3.6717 3.3261 -14.1688  0.40
C 7.6798 -2.8515 3.8288  -1.81
C 8.9356 -3.7610 4.0134  0.96
C 9.0509 -4.7115 2.8159  -1.21
C 9.7840 -3.9988 1.6355  0.17
C 11.0665 -3.3189 1.9943  -1.41
C 11.4252 -3.3972 3.5220  1.36
N 10.1955 -2.9159 4.1583  1.05
O 10.1013 -1.9342 4.8249  -0.45
C 12.6091 -2.5180 3.8117  -1.79
C 11.7554 -4.8630 3.9781  -1.24
C 8.7489 -4.4965 5.3670  -1.50
H 7.5016 -2.2171 4.6675  0.40
H 6.8951 -3.5451 3.7861  0.58
H 7.7578 -2.2711 2.9489  0.45
H 8.0375 -4.8705 2.4585  0.62
H 9.5284 -5.6426 3.0124  0.36
H 9.1124 -3.1764 1.2412  -0.32
H 9.9553 -4.7112 0.8003  0.44
H 11.1047 -2.2759 1.7157  0.62
H 11.9670 -3.7833 1.5361  0.42
H 13.0387 -2.5556 4.8624  0.37
H 12.5682 -1.5104 3.4590  0.42
H 13.3906 -2.9666 3.1827  0.48
H 10.9742 -5.1576 4.6812  0.17
H 12.7069 -4.9591 4.5609  0.37
H 11.7415 -5.6212 3.2037  0.40
H 7.8625 -5.1584 5.2495  0.37
H 8.6434 -3.8098 6.2071  0.43
H 9.6416 -5.0044 5.7132  0.31
C -0.8637 -0.7248 -1.4939  -2.04
C 0.3624 -1.4576 -0.9859  1.34
C 0.9393 -2.3428 -2.2039  -1.33
C 2.4538 -2.5988 -2.1324  -0.49
C 3.1359 -1.2249 -1.8166  -1.51
C 2.8731 -0.7454 -0.3627  1.68
N 1.3806 -0.4655 -0.5719  0.88
O 1.0216 0.6447 -0.5405  -0.18
C 3.4860 0.5586 0.0483  -0.77
C 3.1072 -1.8129 0.7136  -2.13
C -0.0761 -2.3485 0.1723  -1.64
H -0.6714 0.1731 -2.0890  0.76
H -1.4409 -0.2115 -0.6879  0.27
H -1.4453 -1.4392 -2.1181  0.42
H 0.7476 -1.6531 -3.0580  0.45
H 0.2530 -3.1989 -2.2560  0.52
H 2.9322 -2.8946 -3.1252  0.42
H 2.6127 -3.4597 -1.4140  0.30
H 2.9505 -0.4739 -2.5840  0.48
H 4.2250 -1.2351 -1.8969  0.53
H 3.0029 0.9503 0.9759  0.01
H 3.5993 1.3743 -0.7271  0.49
H 4.4948 0.2039 0.3921  -0.25
H 2.8017 -1.5016 1.7243  0.18
H 4.1713 -1.8912 0.6425  0.63
H 2.5392 -2.6923 0.6489  0.51
H -0.2768 -1.6877 0.9881  0.41
H 0.7011 -2.9762 0.5650  0.34
H -0.8316 -3.0589 -0.1655  0.45
Cl 0.9934 0.1001 2.5982  -0.63
P 7.8038 -0.0928 0.5120  1.42
F 7.0797 -0.2818 -0.9814  -0.38
F 6.7252 0.9727 0.9195  -0.34
F 6.9392 -1.2987 1.1881  -0.40
F 8.3921 0.0626 2.0796  -0.40
F 8.9791 -1.1315 0.0619  -0.40
F 8.8579 1.1059 -0.0638  -0.39
P -4.8659 -3.6957 -0.5306  1.38
F -5.7125 -3.5305 0.8560  -0.38
F -3.8581 -4.7725 0.2537  -0.40
F -5.8041 -4.8824 -1.0283  -0.38
F -3.9896 -3.9218 -1.8539  -0.42
F -5.8125 -2.6126 -1.3677  -0.35
F -3.9215 -2.4049 -0.1019  -0.40
P -4.5501 0.9710 4.3746  1.42
F -5.2346 1.9305 5.4811  -0.41
F -3.2603 2.0342 4.1774  -0.31
F -3.7725 0.2667 5.6435  -0.33
F -3.9213 -0.0429 3.3603  -0.42
F -5.8269 -0.0928 4.5655  -0.52
F -5.4230 1.6107 3.1881  -0.42
P -1.0903 3.9682 -3.2160  1.23
F -1.1487 5.5746 -3.5052  -0.32
F 0.4518 3.8510 -3.6037  -0.39
F -0.5778 4.3241 -1.6241  -0.54
F -1.1755 2.4528 -2.7187  -0.25
F -2.6747 4.1112 -2.7424  -0.38
F -1.5449 3.7011 -4.7394  -0.41

Calculated values
Net charge = +5
Total energy = -9057.61158 hartree
Spin multiplicity = 1

Density functional theory data (ωB97M-V/def2-TZVPD) for a molecular structure, FV in a non-equilibrium geometry.

Each line ends with the natural charge from an NBO analysis.
Cartesian coordinates (Å):
V 0.0808 -0.9950 0.0566  1.71
F -0.0808 0.9950 -0.0566  -0.71

Calculated values
Net charge = +1
Total energy = -1043.49410 hartree
Energy relative to the best compared isomer or geometry (same formula, charge and spin) = 0.00 kcal/mol
Spin multiplicity = 4